No. 1
DFT (ωB97M-V/def2-TZVPD) results for C24H32N2O2S in the gas phase in a non-equilibrium geometry.

Last column: Mulliken charge in e.
Positions of all 61 atoms, in Å:
C1 7.32 0.84 -0.01  -1.619
H1 8.26 0.34 0.16  0.402
H2 7.20 1.64 0.72  0.342
H3 7.33 1.28 -1.01  0.350
C2 6.17 -0.17 0.11  1.511
C3 4.89 0.52 -0.09  -0.641
C4 3.82 1.07 -0.19  -0.151
C5 2.56 1.65 -0.33  0.628
C6 1.95 2.11 -1.46  -0.552
C7 0.65 2.58 -1.23  -0.622
C8 0.26 2.49 0.07  0.831
S1 1.51 1.80 1.05  -0.126
C9 -1.07 2.84 0.67  -1.782
N1 -2.03 1.76 0.70  0.203
C10 -1.62 0.61 1.49  -0.018
C11 -2.85 -0.28 1.72  -1.498
N2 -3.53 -0.66 0.50  0.667
C12 -3.33 -1.98 -0.04  -1.106
H4 -3.24 -2.67 0.80  0.602
C13 -2.16 -2.23 -1.03  -1.047
C14 -0.77 -2.11 -0.47  0.339
C15 -0.41 -2.69 0.74  0.109
C16 0.89 -2.59 1.21  -1.044
C17 1.86 -1.94 0.47  -0.214
C18 1.52 -1.39 -0.76  -0.688
C19 0.21 -1.46 -1.21  -0.256
H5 -0.04 -1.01 -2.16  0.269
H6 2.27 -0.90 -1.36  0.540
H7 2.87 -1.86 0.83  0.422
H8 1.15 -3.03 2.16  0.428
H9 -1.14 -3.23 1.32  0.405
H10 -2.29 -3.25 -1.40  0.543
H11 -2.27 -1.56 -1.88  0.299
H12 -4.25 -2.26 -0.58  0.252
C20 -3.74 0.43 -0.42  -0.561
C21 -2.48 1.30 -0.60  -0.875
H13 -1.69 0.72 -1.12  -0.089
H14 -2.72 2.17 -1.22  0.692
C22 -4.90 1.33 0.05  -0.979
H15 -5.13 2.04 -0.74  0.431
H16 -4.57 1.89 0.93  0.300
C23 -6.16 0.54 0.41  -0.635
O1 -6.75 -0.08 -0.71  -0.581
H17 -6.12 -0.72 -1.06  0.335
H18 -6.92 1.22 0.80  0.429
H19 -5.92 -0.20 1.18  0.270
H20 -4.00 0.01 -1.40  0.840
H21 -3.56 0.28 2.33  0.369
H22 -2.55 -1.18 2.26  0.654
H23 -0.82 0.04 1.00  -0.169
H24 -1.26 0.97 2.46  0.609
H25 -0.93 3.18 1.70  0.444
H26 -1.51 3.66 0.09  0.470
H27 0.02 2.98 -2.01  0.468
H28 2.43 2.10 -2.43  0.494
C24 6.31 -1.29 -0.93  -1.560
H29 6.28 -0.88 -1.94  0.356
H30 7.25 -1.81 -0.77  0.431
H31 5.49 -2.00 -0.82  0.309
O2 6.18 -0.80 1.38  -0.611
H32 6.06 -0.13 2.06  0.381

Energy: -43315.925 eV
Frontier orbital gap: 8.48 eV
SMILES string: CC(C)(O)C#Cc1ccc(CN2CCN(CCc3ccccc3)[C@@H](CCO)C2)s1
E_LUMO: 0.52 eV
HOMO level: -7.96 eV



No. 2
DFT (ωB97M-V/def2-TZVPD) results for a molecular structure, C24H33Cl2MnN6O3PS2.

Last column: Mulliken charge in e.
Positions of all 72 atoms, in Å:
Mn1 -0.25 -0.96 0.05  0.081
Cl1 -4.53 0.30 0.44  -0.114
C1 -3.76 -1.18 -0.10  0.164
Cl2 -2.37 -0.81 -1.18  -0.020
H1 -4.46 -1.76 -0.69  0.382
H2 -3.36 -1.72 0.75  -0.285
C2 -1.03 -1.81 1.60  -0.823
C3 -1.54 -2.33 2.57  0.372
C4 -2.15 -2.93 3.72  0.618
C5 -2.31 -4.32 3.78  -0.449
C6 -2.90 -4.90 4.89  -0.506
C7 -3.33 -4.11 5.94  -0.451
C8 -3.17 -2.73 5.89  -0.547
C9 -2.58 -2.14 4.78  -0.382
H3 -1.96 -4.93 2.95  0.437
H4 -3.02 -5.97 4.93  0.395
H5 -3.79 -4.56 6.81  0.392
H6 -3.51 -2.11 6.71  0.401
H7 -2.46 -1.07 4.73  0.477
N1 2.19 -3.79 -7.26  -0.485
C10 1.89 -2.88 -6.29  1.100
C11 0.58 -2.76 -5.80  -0.806
C12 0.28 -1.85 -4.81  -0.608
C13 1.29 -1.05 -4.28  -0.358
C14 2.59 -1.15 -4.76  -0.369
C15 2.89 -2.06 -5.75  -0.817
S1 0.91 0.07 -3.01  1.691
O1 1.99 1.02 -2.88  -0.755
O2 -0.44 0.54 -3.15  -0.763
N2 0.87 -0.86 -1.65  -0.234
C16 1.96 -1.15 -0.91  1.120
S2 3.65 -1.00 -1.13  0.008
C17 3.89 -1.62 0.48  -0.392
C18 2.71 -1.86 1.09  -0.611
N3 1.62 -1.62 0.29  -0.387
H8 1.45 -4.25 -7.75  0.205
H9 3.08 -3.76 -7.72  0.206
H10 -0.20 -3.38 -6.22  0.294
H11 -0.73 -1.75 -4.45  0.425
H12 3.36 -0.50 -4.36  0.500
H13 3.90 -2.13 -6.13  0.297
H14 4.88 -1.78 0.87  0.451
H15 2.57 -2.24 2.09  0.484
C19 -1.69 1.98 2.72  -0.935
N4 -0.84 2.90 1.98  0.600
C20 -1.16 4.31 2.13  -1.094
P1 0.14 2.43 0.75  -0.925
O3 -0.09 0.95 0.52  0.520
N5 1.68 2.79 1.18  0.518
C21 2.77 2.52 0.24  -1.127
C22 2.10 3.22 2.50  -1.070
N6 -0.14 3.26 -0.63  0.862
C23 -1.39 3.02 -1.35  -1.068
C24 0.53 4.50 -1.00  -1.087
H16 -1.63 2.20 3.79  0.287
H17 -1.37 0.95 2.56  0.127
H18 -2.74 2.07 2.41  0.294
H19 -1.16 4.57 3.19  0.383
H20 -2.14 4.55 1.72  0.286
H21 -0.41 4.92 1.64  0.317
H22 2.38 2.18 -0.72  0.346
H23 3.43 1.75 0.65  0.273
H24 3.36 3.42 0.08  0.379
H25 1.25 3.26 3.18  0.337
H26 2.56 4.21 2.45  0.312
H27 2.84 2.52 2.90  0.299
H28 -1.84 2.09 -1.02  0.141
H29 -1.19 2.94 -2.42  0.362
H30 -2.09 3.84 -1.18  0.331
H31 1.41 4.67 -0.38  0.393
H32 -0.14 5.35 -0.90  0.329
H33 0.85 4.44 -2.05  0.272

2S+1: 5
Energy: -127826.768 eV
Frontier orbital gap (spin up / spin down): 6.20 / 7.16 eV
Charge: +1
E_LUMO (spin up / spin down): -4.26 / -3.31 eV
HOMO level (spin up / spin down): -10.46 / -10.47 eV



No. 3
DFT (ωB97M-V/def2-TZVPD) results for a molecular structure, C24H33ClN3PtSi2.

Last column: Mulliken charge in e.
Positions of all 64 atoms, in Å:
Pt1 -0.07 0.44 0.79  0.782
C1 1.51 0.53 -2.39  -0.933
Si1 -0.32 0.97 -2.32  0.217
C2 -0.94 0.27 -3.96  -1.350
C3 -0.56 2.83 -2.48  -1.061
N1 -1.11 0.32 -0.93  -0.009
C4 -2.05 -0.71 -0.95  -0.068
C5 -3.04 -0.86 -1.91  -0.543
C6 -3.86 -1.98 -1.95  -0.699
C7 -3.70 -2.98 -1.01  -1.208
C8 -2.75 -2.82 0.00  -0.526
C9 -1.95 -1.67 0.10  1.020
N2 -1.05 -1.40 1.11  0.400
Si2 -1.07 -2.36 2.54  -0.003
C10 0.01 -1.63 3.87  -0.958
C11 -0.41 -4.12 2.30  -1.029
C12 -2.79 -2.47 3.31  -1.174
H1 2.02 1.08 -3.18  0.473
H2 1.59 -0.54 -2.62  0.170
H3 2.05 0.69 -1.45  0.191
H4 -0.19 0.53 -4.72  0.410
H5 -1.89 0.69 -4.28  0.297
H6 -1.03 -0.82 -3.93  0.344
H7 0.02 3.22 -3.33  0.328
H8 -0.28 3.39 -1.59  0.236
H9 -1.62 3.03 -2.68  0.277
H10 -3.18 -0.08 -2.64  0.450
H11 -4.62 -2.07 -2.72  0.365
H12 -4.31 -3.87 -1.03  0.374
H13 -2.65 -3.60 0.74  0.216
H14 1.07 -1.73 3.60  0.140
H15 -0.15 -2.16 4.81  0.404
H16 -0.20 -0.57 4.03  0.177
H17 0.63 -4.06 1.96  0.194
H18 -0.96 -4.72 1.58  0.337
H19 -0.41 -4.64 3.26  0.424
H20 -3.11 -1.46 3.60  0.290
H21 -2.77 -3.09 4.22  0.351
H22 -3.55 -2.88 2.64  0.361
C13 1.92 -4.91 -1.33  -0.354
C14 1.02 -3.85 -1.34  -0.917
C15 1.36 -2.68 -0.68  -0.416
N3 2.52 -2.50 -0.04  -0.096
C16 3.37 -3.53 -0.04  -0.340
C17 3.12 -4.74 -0.66  -0.388
H23 1.68 -5.84 -1.83  0.395
H24 0.06 -3.93 -1.83  0.424
H25 0.63 -1.88 -0.63  0.918
H26 4.30 -3.37 0.49  0.348
H27 3.86 -5.54 -0.62  0.395
Cl1 -0.31 3.75 3.17  -0.286
C18 0.78 2.39 3.17  0.853
C19 1.23 1.91 4.37  -0.592
C20 2.15 0.84 4.40  -0.295
C21 2.55 0.26 3.22  -0.875
C22 2.08 0.74 1.99  -0.250
C23 1.23 1.88 1.92  -0.490
C24 0.80 2.31 0.61  -1.078
H28 0.88 2.36 5.29  0.417
H29 2.50 0.47 5.35  0.323
H30 3.24 -0.57 3.23  0.403
H31 2.53 0.37 1.08  0.345
H32 0.13 3.16 0.57  0.442
H33 1.59 2.38 -0.13  0.447

Energy: -61423.175 eV
Frontier orbital gap: 6.00 eV
Charge: -1
E_LUMO: 2.69 eV
HOMO level: -3.31 eV



Q: Among the records above, which one has the lowest energy?
A: C24H33Cl2MnN6O3PS2



Copy entry 1 word for word.
DFT (ωB97M-V/def2-TZVPD) results for C24H32N2O2S in the gas phase in a non-equilibrium geometry.

Last column: Mulliken charge in e.
Positions of all 61 atoms, in Å:
C1 7.32 0.84 -0.01  -1.619
H1 8.26 0.34 0.16  0.402
H2 7.20 1.64 0.72  0.342
H3 7.33 1.28 -1.01  0.350
C2 6.17 -0.17 0.11  1.511
C3 4.89 0.52 -0.09  -0.641
C4 3.82 1.07 -0.19  -0.151
C5 2.56 1.65 -0.33  0.628
C6 1.95 2.11 -1.46  -0.552
C7 0.65 2.58 -1.23  -0.622
C8 0.26 2.49 0.07  0.831
S1 1.51 1.80 1.05  -0.126
C9 -1.07 2.84 0.67  -1.782
N1 -2.03 1.76 0.70  0.203
C10 -1.62 0.61 1.49  -0.018
C11 -2.85 -0.28 1.72  -1.498
N2 -3.53 -0.66 0.50  0.667
C12 -3.33 -1.98 -0.04  -1.106
H4 -3.24 -2.67 0.80  0.602
C13 -2.16 -2.23 -1.03  -1.047
C14 -0.77 -2.11 -0.47  0.339
C15 -0.41 -2.69 0.74  0.109
C16 0.89 -2.59 1.21  -1.044
C17 1.86 -1.94 0.47  -0.214
C18 1.52 -1.39 -0.76  -0.688
C19 0.21 -1.46 -1.21  -0.256
H5 -0.04 -1.01 -2.16  0.269
H6 2.27 -0.90 -1.36  0.540
H7 2.87 -1.86 0.83  0.422
H8 1.15 -3.03 2.16  0.428
H9 -1.14 -3.23 1.32  0.405
H10 -2.29 -3.25 -1.40  0.543
H11 -2.27 -1.56 -1.88  0.299
H12 -4.25 -2.26 -0.58  0.252
C20 -3.74 0.43 -0.42  -0.561
C21 -2.48 1.30 -0.60  -0.875
H13 -1.69 0.72 -1.12  -0.089
H14 -2.72 2.17 -1.22  0.692
C22 -4.90 1.33 0.05  -0.979
H15 -5.13 2.04 -0.74  0.431
H16 -4.57 1.89 0.93  0.300
C23 -6.16 0.54 0.41  -0.635
O1 -6.75 -0.08 -0.71  -0.581
H17 -6.12 -0.72 -1.06  0.335
H18 -6.92 1.22 0.80  0.429
H19 -5.92 -0.20 1.18  0.270
H20 -4.00 0.01 -1.40  0.840
H21 -3.56 0.28 2.33  0.369
H22 -2.55 -1.18 2.26  0.654
H23 -0.82 0.04 1.00  -0.169
H24 -1.26 0.97 2.46  0.609
H25 -0.93 3.18 1.70  0.444
H26 -1.51 3.66 0.09  0.470
H27 0.02 2.98 -2.01  0.468
H28 2.43 2.10 -2.43  0.494
C24 6.31 -1.29 -0.93  -1.560
H29 6.28 -0.88 -1.94  0.356
H30 7.25 -1.81 -0.77  0.431
H31 5.49 -2.00 -0.82  0.309
O2 6.18 -0.80 1.38  -0.611
H32 6.06 -0.13 2.06  0.381

Energy: -43315.925 eV
Frontier orbital gap: 8.48 eV
SMILES string: CC(C)(O)C#Cc1ccc(CN2CCN(CCc3ccccc3)[C@@H](CCO)C2)s1
E_LUMO: 0.52 eV
HOMO level: -7.96 eV